# C33H44O33

A cluster of 11 separate species, C33H44O33 in total (ωB97M-V with the def2-TZVPD basis set, the Open Molecules 2025 dataset).

Last column: Mulliken charge in e.
Geometry (Å):
O1 -2.24976 3.11707 4.72858  -0.5475
C1 -2.98305 3.21508 3.74575  0.4374
O2 -2.57186 3.13790 2.45594  0.0494
C2 -3.56512 3.65402 1.56357  0.4946
C3 -4.81008 3.25643 2.34812  -0.3450
O3 -4.36370 3.30862 3.72093  -0.4072
H1 -3.47743 4.71720 1.33981  0.3155
H2 -3.63730 3.07512 0.64282  -0.5079
H3 -5.33335 2.33827 2.08112  0.1888
H4 -5.53454 4.05389 2.18281  0.3883
O4 0.85792 -4.94986 3.37919  -0.6461
C4 0.24910 -4.77704 2.31141  0.6259
O5 -0.67095 -3.85128 2.08702  -0.1666
C5 -1.25543 -3.85765 0.79127  0.1715
C6 -0.25374 -4.82967 0.13989  -0.1603
O6 0.62354 -5.27538 1.17635  -0.3556
H5 -2.24822 -4.30699 0.81512  0.3055
H6 -1.33388 -2.86971 0.33749  -0.2150
H7 0.16464 -4.22991 -0.66840  0.1373
H8 -0.89693 -5.58248 -0.31584  0.3274
O7 2.50502 2.73078 -3.04329  -0.5690
C7 2.65660 1.69591 -3.72008  0.5120
O8 3.38337 1.65592 -4.84923  -0.3883
C8 3.58696 0.25032 -5.19856  -0.4517
C9 2.66015 -0.51696 -4.24272  0.1907
O9 2.13318 0.49831 -3.41275  0.0467
H9 3.30847 0.17063 -6.24936  0.2984
H10 4.62179 -0.08307 -5.12049  0.2989
H11 3.10733 -1.39783 -3.78208  -0.0874
H12 1.79202 -0.94276 -4.74584  0.1811
O10 0.90702 4.50942 2.25883  -0.5175
C10 0.45872 4.47186 1.13576  0.3983
O11 -0.13966 5.48404 0.49325  -0.3954
C11 -0.31898 5.16200 -0.90891  -0.5970
C12 -0.15476 3.68328 -0.94655  0.6501
O12 0.41282 3.33501 0.28967  0.0983
H13 -1.35562 5.41475 -1.13162  0.3076
H14 0.35403 5.69579 -1.57989  0.2970
H15 0.41443 3.58111 -1.87050  -0.1545
H16 -1.18314 3.32837 -0.87893  -0.1134
O13 -4.66021 -2.11906 6.39035  -0.5983
C13 -4.00015 -1.68571 5.41995  0.4875
O14 -3.47699 -0.42176 5.40606  -0.4230
C14 -2.76336 -0.22009 4.22992  0.4303
C15 -2.88730 -1.51892 3.42184  0.8216
O15 -3.60618 -2.32396 4.30173  -0.4025
H17 -3.30641 0.51575 3.63684  -0.3556
H18 -1.72882 0.11680 4.29561  0.3556
H19 -1.91701 -1.84989 3.05158  -0.2072
H20 -3.47231 -1.28935 2.53124  -0.1693
O16 -0.67167 -1.03001 -6.85779  -0.5855
C16 -0.91420 -0.42507 -5.84874  0.5594
O17 -0.66465 0.87895 -5.77180  -0.3856
C17 -1.20959 1.36635 -4.57506  0.3512
C18 -1.69850 0.10391 -3.86749  0.8171
O18 -1.52350 -0.90492 -4.76955  -0.3822
H21 -0.46691 1.67773 -3.84051  -0.2763
H22 -2.08271 2.01042 -4.67956  0.3743
H23 -2.70643 0.22559 -3.47079  -0.1463
H24 -0.97368 -0.10401 -3.08041  -0.3509
O19 3.28296 0.69113 3.33407  -0.5173
C19 2.95101 -0.23566 4.05501  0.6581
O20 3.50484 -1.52513 4.03531  -0.3420
C20 2.90013 -2.26965 5.16121  -0.4332
C21 1.56057 -1.50738 5.20554  0.0079
O21 1.88430 -0.22860 4.75422  -0.2426
H25 2.70154 -3.32200 4.95813  0.3161
H26 3.51437 -2.10783 6.04700  0.2773
H27 1.27038 -1.41836 6.25244  0.3739
H28 0.79899 -2.04518 4.64086  -0.0644
O22 -2.56416 0.33519 0.14655  -0.5505
C22 -1.33983 0.13927 0.21583  -0.5317
O23 -0.71113 -0.32123 1.33767  0.1875
C23 0.62889 -0.06958 1.13251  -0.1460
C24 0.78638 0.08553 -0.32917  0.7060
O24 -0.45508 0.36852 -0.73508  0.1028
H29 0.96358 0.86256 1.58769  -0.0189
H30 1.19718 -0.89955 1.55239  0.3160
H31 0.97701 -0.73172 -1.02476  0.1645
H32 1.39687 0.97463 -0.48705  -0.3236
O25 2.52985 -2.84883 -0.41589  -0.2768
C25 3.11313 -3.67930 -1.11223  0.4935
O26 2.65075 -4.81403 -1.70644  -0.2908
C26 3.79576 -5.62030 -2.12673  -0.3511
C27 4.82200 -4.58611 -2.28357  -0.3777
O27 4.46646 -3.67472 -1.30898  -0.3303
H33 4.08317 -6.32172 -1.34347  0.2983
H34 3.63661 -6.18882 -3.04300  0.3245
H35 4.85772 -4.05827 -3.23657  0.2185
H36 5.81615 -4.90324 -1.96862  0.2821
O28 5.32941 3.10106 2.26495  -0.5411
C28 5.34794 2.55386 1.17631  0.5223
O29 5.86444 3.01190 0.06232  -0.3578
C29 5.79120 2.04056 -0.93600  -0.3995
C30 4.52825 1.28431 -0.52651  0.3140
O30 4.58336 1.44837 0.85417  -0.1520
H37 5.62736 2.57523 -1.87162  0.3050
H38 6.59245 1.30788 -1.03232  0.2754
H39 4.63423 0.21925 -0.73269  0.3166
H40 3.67661 1.86945 -0.87353  -0.2651
O31 -3.85114 2.64967 -2.19801  -0.5485
C31 -4.76665 1.89208 -1.92056  0.6577
O32 -5.35378 1.88222 -0.68339  -0.1337
C32 -6.08778 0.72084 -0.60212  -0.2881
C33 -6.43904 0.38056 -2.09373  -0.4431
O33 -5.30956 0.91963 -2.71522  -0.3400
H41 -5.50048 -0.04008 -0.08812  0.1148
H42 -7.03546 0.90011 -0.09433  0.3794
H43 -7.35883 0.83938 -2.45647  0.3030
H44 -6.42192 -0.70916 -2.11113  0.3409

Properties
Relative energy (zero: lowest compared OMol25 entry of this formula, charge and spin) = 103.6 kcal per mole
HOMO-LUMO gap = 0.36078 hartree
SMILES string = O=C1OCCO1.O=C1OCCO1.O=C1OCCO1.O=C1OCCO1.O=C1OCCO1.O=C1OCCO1.O=C1OCCO1.O=C1OCCO1.O=C1OCCO1.O=C1OCCO1.O=C1OCCO1
E_tot = -3766.73104 Ha